This record from OMol25 describes the molecule C6H12 in a non-equilibrium geometry. The level of theory is ωB97M-V with the def2-TZVPD basis set.

Bonds (Å) are listed after each position.
CARTESIAN COORDINATES (ANGSTROEM)
1 C -2.057 1.068 -0.017  C2 1.291, H7 1.148, H8 1.066
2 C -1.444 -0.057 0.147  C1 1.291, C6 1.891, H9 1.092
3 C 0.975 1.102 -0.567  C6 1.530, H10 1.126, H11 1.124, H12 1.110
4 C 0.490 -1.391 -0.900  C6 1.523, H13 1.103, H14 1.075, H15 1.118
5 C 0.796 -0.439 1.478  C6 1.500, H16 1.147, H17 1.114, H18 1.046
6 C 0.438 -0.195 0.042  C2 1.891, C3 1.530, C4 1.523, C5 1.500
7 H -3.199 0.961 0.017  C1 1.148
8 H -1.694 2.062 -0.150  C1 1.066
9 H -2.015 -0.970 0.327  C2 1.092
10 H 0.904 1.003 -1.687  C3 1.126
11 H 0.530 2.062 -0.189  C3 1.124
12 H 2.053 1.356 -0.499  C3 1.110
13 H 1.436 -1.443 -1.465  C4 1.103
14 H -0.222 -1.235 -1.690  C4 1.075
15 H 0.485 -2.310 -0.262  C4 1.118
16 H 0.003 -1.141 1.917  C5 1.147
17 H 1.798 -0.922 1.544  C5 1.114
18 H 0.722 0.489 1.954  C5 1.046

## Properties
* LUMO energy: 0.03561 Eh
* SMILES string: C=CC(C)(C)C
* DFT total energy: -235.7180 a.u.
* energy relative to the best compared isomer or geometry (same formula, charge and spin): 263.0 kJ/mol
* net charge: 0